Record 1
{"formula": "C14H12Br2N3O4Ti", "method": "ωB97M-V/def2-TZVPD", "total_energy_ev": -190570.9713, "homo_lumo_gap_ev": 6.7883, "total_charge": 1, "e_homo_ev": -11.8, "symbols": ["Ti", "N", "C", "C", "O", "N", "C", "C", "O", "O", "H", "H", "H", "H", "H", "H", "C", "C", "C", "C", "C", "C", "Br", "C", "C", "Br", "C", "O", "C", "N", "H", "H", "H", "H", "H", "H"], "positions_angstrom": [[-0.066052, -0.812661, -1.145322], [1.069142, -2.110596, -2.474148], [2.040212, -2.709351, -1.500961], [1.252439, -3.086235, -0.253730], [1.281830, -4.183060, 0.225633], [0.395131, -2.053180, 0.207527], [-0.822260, -2.526369, 0.874099], [-1.968623, -2.564848, -0.144955], [-3.003998, -3.118482, -0.041804], [-1.640821, -1.762711, -1.254387], [0.502326, -2.844771, -2.892684], [1.581844, -1.649619, -3.221600], [2.784721, -1.948046, -1.270083], [2.522824, -3.600446, -1.892474], [-1.112983, -1.841280, 1.672303], [-0.671796, -3.513800, 1.307780], [-3.192442, 0.451486, 0.121861], [-1.966892, 1.241673, 0.457216], [-2.081865, 2.335626, 1.337376], [-0.992330, 3.083260, 1.676875], [0.266497, 2.783038, 1.118157], [1.472174, 3.501301, 1.355284], [1.476562, 4.959781, 2.540693], [2.629732, 3.144617, 0.729784], [2.654883, 2.055308, -0.173456], [4.255679, 1.602702, -1.025769], [1.515460, 1.343900, -0.415372], [1.432006, 0.290718, -1.260264], [0.317615, 1.695064, 0.240772], [-0.781392, 0.914082, -0.061499], [-4.075563, 1.064906, 0.284044], [-3.283181, -0.418257, 0.776930], [-3.189951, 0.095591, -0.904029], [-3.057935, 2.568946, 1.737831], [-1.085972, 3.918502, 2.358214], [3.542980, 3.693213, 0.910159]], "forces_ev_per_angstrom": [[-0.1, -0.3, 0.3], [0.1, 0.0, 0.2], [0.0, 0.1, 0.1], [-0.1, 0.1, 0.2], [0.1, 0.0, 0.1], [-0.1, -0.2, -0.6], [0.0, -0.1, 0.1], [0.3, 0.5, -0.7], [-0.1, -0.1, 0.1], [-0.3, -0.2, 0.5], [0.0, 0.0, 0.0], [0.0, 0.0, 0.0], [0.0, 0.0, 0.0], [0.0, 0.0, 0.0], [0.0, 0.0, 0.0], [0.0, 0.0, 0.0], [0.0, 0.0, 0.0], [0.0, 0.0, 0.0], [0.0, -0.1, 0.0], [0.1, 0.1, 0.0], [0.0, 0.1, 0.1], [-0.1, -0.1, 0.0], [0.0, 0.0, 0.0], [0.0, -0.1, -0.1], [0.0, 0.3, 0.2], [0.0, -0.1, 0.0], [0.0, -0.3, -0.3], [0.1, 0.3, 0.1], [0.0, 0.1, 0.0], [0.1, 0.0, -0.1], [0.0, 0.0, 0.0], [0.0, 0.0, 0.0], [0.0, 0.0, 0.0], [0.0, 0.0, 0.0], [0.0, 0.0, 0.0], [0.0, 0.0, 0.0]]}


Record 2
{"formula": "C4H2Cl3NO2", "method": "ωB97M-V/def2-TZVPD", "total_energy_ev": -47324.1877, "homo_lumo_gap_ev": 9.2255, "total_charge": 0, "e_homo_ev": -9.4, "symbols": ["C", "C", "C", "C", "N", "O", "O", "Cl", "Cl", "Cl", "H", "H"], "positions_angstrom": [[-1.349346, -1.716347, -1.079305], [0.420980, 0.441431, 0.014388], [-0.805710, -2.004267, -0.045160], [1.367130, 0.562612, -0.851905], [-0.045133, 0.966572, 1.054716], [-0.025146, 0.673899, 2.208862], [-1.021269, 2.028282, 0.860064], [-0.047195, -2.879954, 1.101478], [2.636362, 1.720904, -0.876787], [1.665617, -0.561065, -2.040646], [-1.818766, -1.826744, -1.978524], [-0.977527, 2.594679, 1.632818]], "forces_ev_per_angstrom": [[1.0, -0.5, 2.2], [0.5, 0.3, -0.6], [-0.6, -0.6, -1.2], [0.6, 0.1, 0.2], [-2.5, 2.7, 0.9], [1.3, -1.5, 2.2], [0.0, -0.4, -2.4], [0.3, 0.3, 0.7], [0.1, 0.8, 0.6], [-0.1, -1.5, -1.6], [-1.0, 0.5, -1.8], [0.4, -0.2, 0.7]]}


Record 3
{"formula": "C4H11NS", "method": "ωB97M-V/def2-TZVPD", "total_energy_ev": -16650.0540, "spin_multiplicity": 2, "homo_lumo_gap_ev": [2.1046, 9.1289], "total_charge": -1, "s_squared": 0.751, "e_homo_ev": [1.4, -5.4], "symbols": ["C", "C", "C", "S", "C", "N", "H", "H", "H", "H", "H", "H", "H", "H", "H", "H", "H"], "positions_angstrom": [[0.416248, -0.407670, 0.599182], [-0.626292, -0.838206, -0.426847], [-0.423676, -0.198115, -1.814551], [0.406276, -1.296927, -3.018738], [0.241939, 1.065190, 1.039333], [-0.146010, 1.273448, 2.427217], [1.396374, -0.567878, 0.157647], [0.264268, -1.023168, 1.481748], [-1.616783, -0.631833, -0.040012], [-0.581983, -1.915976, -0.574005], [0.237177, 0.661030, -1.732379], [-1.365983, 0.067099, -2.277803], [1.668710, -0.992056, -2.682329], [-0.487036, 1.557580, 0.386053], [1.173041, 1.595077, 0.859158], [0.504978, 0.785177, 3.030997], [-1.061248, 0.867227, 2.585328]], "forces_ev_per_angstrom": [[-0.7, 0.4, -0.3], [0.3, -0.2, -0.4], [0.4, -0.4, 0.5], [-0.1, -0.3, -0.3], [0.2, -0.1, -0.5], [-0.1, 0.1, 0.1], [0.3, -0.2, 0.2], [0.4, -0.3, 0.2], [-0.3, 0.2, 0.0], [0.0, -0.2, 0.1], [-0.3, 0.4, -0.1], [-0.2, 0.3, -0.1], [0.0, 0.1, 0.1], [0.0, -0.1, 0.2], [0.2, 0.2, 0.1], [-0.1, 0.0, 0.1], [0.0, 0.0, 0.1]]}


Record 4
{"formula": "C9H12AlBClF2N3SSe", "method": "ωB97M-V/def2-TZVPD", "total_energy_ev": -115411.1928, "homo_lumo_gap_ev": [5.1046, 4.4726], "total_charge": 0, "e_homo_ev": [-5.9, -5.3], "symbols": ["Al", "F", "B", "F", "Cl", "C", "C", "C", "C", "N", "C", "H", "H", "H", "H", "Se", "C", "N", "C", "C", "N", "C", "S", "H", "H", "H", "H", "H", "H", "H", "H"], "positions_angstrom": [[1.558076, 0.487274, -1.146820], [-1.602042, -1.921919, 0.311558], [-0.441359, -1.741368, -0.452290], [0.620496, -2.539317, -0.321714], [3.567227, -0.536400, 3.713713], [3.632111, -0.956802, 2.032969], [4.404577, -1.973335, 1.548106], [4.258970, -2.357509, 0.214234], [3.379989, -1.736181, -0.611894], [2.719718, -0.599949, -0.158115], [2.912717, -0.186442, 1.129850], [5.025778, -2.562690, 2.200804], [4.692564, -3.327454, -0.038067], [3.111166, -2.152268, -1.582062], [2.335023, 0.741693, 1.455165], [1.789055, 2.613406, -0.981806], [-4.026206, 0.250989, -1.805012], [-3.082718, 0.676106, -0.748107], [-3.532851, 1.732250, 0.236279], [-2.210285, 2.223783, 0.823298], [-1.252520, 1.665425, -0.102217], [-1.748028, 0.751277, -0.890892], [-0.640090, -0.361610, -1.789350], [-4.822620, 1.007481, -1.813892], [-4.307881, -0.784575, -1.652671], [-3.559098, 0.437674, -2.793854], [-4.238668, 1.398359, 1.025340], [-4.001168, 2.547643, -0.352461], [-2.100988, 1.844243, 1.864953], [-2.141976, 3.327389, 0.864834], [-0.298970, 2.032828, -0.179877]], "forces_ev_per_angstrom": [[1.0, 0.0, 0.8], [2.8, 0.3, -1.3], [-1.8, -1.0, 0.2], [-1.3, 0.7, 0.3], [0.2, 0.0, -0.1], [-1.1, 2.0, -0.9], [1.0, -1.2, 1.0], [-0.5, -1.0, -0.7], [0.5, -0.6, 0.3], [-1.1, 0.4, -2.4], [-0.8, 1.0, 2.6], [0.0, 0.0, 0.1], [0.1, 0.5, -0.4], [0.1, 0.3, 0.2], [1.0, -1.4, -0.4], [0.0, 0.6, -0.4], [1.3, 1.5, -0.1], [-2.3, -0.7, 0.9], [0.0, -0.1, -0.9], [-0.2, 0.1, 0.9], [1.7, 1.8, 2.5], [0.0, 0.7, -3.2], [-0.2, -1.4, 1.8], [-0.3, -0.8, 0.3], [-0.5, 0.1, -0.2], [0.0, -0.6, 0.4], [0.4, -0.1, -0.7], [0.0, -0.4, 0.3], [0.2, 0.1, -0.6], [0.0, -0.6, -0.1], [-0.2, 0.0, -0.2]]}


Record 5
{"formula": "C30H71InNO6", "method": "ωB97M-V/def2-TZVPD", "total_energy_ev": -51200.4578, "homo_lumo_gap_ev": 6.7828, "total_charge": -1, "e_homo_ev": -4.8, "symbols": ["C", "O", "C", "C", "C", "C", "C", "C", "C", "C", "C", "C", "In", "C", "C", "C", "N", "O", "H", "H", "H", "H", "H", "H", "H", "H", "H", "H", "H", "H", "H", "H", "H", "H", "H", "H", "H", "H", "H", "H", "H", "H", "H", "H", "H", "H", "H", "H", "H", "C", "C", "O", "C", "C", "H", "H", "H", "H", "H", "H", "H", "H", "H", "H", "C", "C", "O", "C", "C", "H", "H", "H", "H", "H", "H", "H", "H", "H", "H", "C", "C", "O", "C", "C", "H", "H", "H", "H", "H", "H", "H", "H", "H", "H", "C", "C", "O", "C", "C", "H", "H", "H", "H", "H", "H", "H", "H", "H", "H"], "positions_angstrom": [[2.713020, 0.036371, -2.790472], [3.194525, 1.119764, -1.898028], [2.137696, 2.146267, -1.699452], [2.582432, 3.496140, -2.524452], [1.502366, 4.746240, -2.366978], [0.715180, 5.098700, -3.762848], [-0.770810, 4.397935, -3.899844], [-1.918456, 5.574887, -4.188744], [-2.251184, 6.376257, -2.779735], [-3.782887, 6.041757, -2.199125], [-3.582501, 4.879600, -1.059568], [-4.932854, 4.575489, -0.163322], [-5.518708, 2.390736, -0.265645], [-6.568051, 1.764871, -2.171987], [-5.920592, 0.384182, -2.858601], [-7.098553, -0.136801, -3.925441], [-7.397525, 0.857594, -5.064905], [-7.761081, -1.291948, -3.787809], [3.674509, -0.476949, -3.250831], [1.988326, 0.432623, -3.627996], [2.092750, -0.754411, -2.147542], [1.097347, 1.768175, -2.084789], [2.135645, 2.393501, -0.540000], [3.645511, 3.815678, -2.106790], [2.690347, 3.193838, -3.673126], [0.742586, 4.606081, -1.488105], [2.158508, 5.705462, -2.098423], [1.409030, 4.763314, -4.660482], [0.556953, 6.280636, -3.815154], [-0.751635, 3.701809, -4.861367], [-1.074215, 3.717188, -2.997281], [-2.887758, 5.048947, -4.590433], [-1.473834, 6.379519, -4.933792], [-2.076787, 7.527809, -2.898881], [-1.458652, 5.995910, -1.977322], [-4.289055, 7.023817, -1.803408], [-4.424272, 5.650197, -3.120189], [-2.718944, 5.259643, -0.329205], [-3.194229, 3.912790, -1.619084], [-4.621858, 4.790254, 0.967484], [-5.818587, 5.338785, -0.381264], [-6.650564, 2.070861, 1.099972], [-4.037297, 1.376159, -0.032361], [-7.709221, 1.483783, -1.968206], [-6.527951, 2.631635, -2.983798], [-5.718924, -0.446440, -2.046506], [-4.903776, 0.616149, -3.393905], [-6.503964, 1.248210, -5.449949], [-7.912984, 1.690588, -4.648588], [5.359763, -4.138350, 0.479966], [4.199779, -3.637710, -0.363499], [3.071144, -3.226072, 0.405406], [3.281870, -2.153478, 1.319413], [3.725664, -0.863617, 0.652263], [5.035422, -4.947948, 1.139328], [6.166716, -4.505817, -0.161283], [5.768922, -3.346009, 1.111970], [3.856123, -4.455325, -1.006737], [4.515429, -2.831620, -1.033307], [3.985334, -2.456256, 2.102137], [2.322165, -1.977131, 1.818085], [4.703575, -0.970937, 0.176519], [3.798756, -0.058051, 1.388431], [3.014583, -0.567890, -0.125683], [0.890469, 0.012639, 5.777910], [2.053867, -0.630266, 5.042509], [2.779763, 0.278984, 4.217392], [3.394835, 1.382645, 4.876098], [4.423087, 0.974569, 5.916268], [0.215275, 0.506443, 5.073869], [0.328899, -0.742099, 6.336851], [1.232609, 0.769496, 6.488370], [1.661239, -1.407610, 4.377733], [2.732488, -1.134440, 5.737737], [2.631682, 2.037274, 5.309978], [3.897668, 1.967925, 4.098017], [3.965329, 0.425000, 6.742460], [4.915170, 1.857436, 6.334146], [5.182863, 0.323606, 5.472107], [-4.092694, -3.311657, -6.305685], [-2.786421, -2.779865, -5.741340], [-2.954356, -1.972728, -4.577379], [-3.552020, -2.602935, -3.447816], [-2.763213, -3.790602, -2.925310], [-4.786034, -2.491502, -6.510696], [-3.911010, -3.861993, -7.233869], [-4.586731, -3.990133, -5.605511], [-2.312811, -2.142261, -6.495993], [-2.081600, -3.592611, -5.539525], [-4.585952, -2.883686, -3.674436], [-3.603923, -1.843432, -2.659612], [-2.719416, -4.600028, -3.658163], [-3.225839, -4.186892, -2.016930], [-1.732737, -3.498959, -2.698694], [2.807306, -5.351019, 5.250698], [4.113579, -4.819227, 5.815043], [3.945644, -4.012090, 6.979004], [3.347980, -4.642297, 8.108567], [4.136787, -5.829964, 8.631073], [2.113966, -4.530863, 5.045687], [2.988990, -5.901355, 4.322514], [2.313269, -6.029495, 5.950872], [4.587189, -4.181622, 5.060390], [4.818400, -5.631973, 6.016858], [2.314048, -4.923048, 7.881947], [3.296077, -3.882793, 8.896771], [4.180584, -6.639389, 7.898220], [3.674161, -6.226253, 9.539453], [5.167263, -5.538321, 8.857689]], "forces_ev_per_angstrom": [[-0.1, -0.5, 0.3], [-2.3, -0.2, -1.3], [0.6, 0.9, 0.0], [-0.3, -0.4, 0.2], [0.9, 0.8, -0.3], [-0.2, 0.1, 0.4], [-0.1, 0.3, -1.5], [0.6, -0.2, 1.0], [0.0, -0.4, 0.1], [1.2, -0.3, -0.5], [-0.4, 0.8, 0.1], [0.8, 1.4, 0.6], [-0.2, 0.0, 0.4], [-0.8, -0.9, -1.8], [-1.1, 0.0, -0.1], [-1.0, -3.8, 0.9], [0.0, -0.4, 1.6], [3.7, 7.2, -1.0], [-2.1, 1.1, 0.9], [1.6, -0.6, 1.5], [1.4, 1.5, -1.4], [1.9, 0.7, 1.0], [-0.3, -0.6, -2.4], [-2.2, -0.7, -1.0], [-0.2, 0.7, 2.5], [1.4, 0.0, -1.7], [-1.5, -2.0, -0.5], [-1.5, 0.8, 1.8], [0.4, -2.6, 0.1], [-0.1, 1.3, 2.0], [0.6, 1.5, -1.5], [1.9, 1.2, 0.6], [-1.0, -2.0, 1.2], [-0.4, -2.1, 0.1], [-1.7, 0.9, -1.6], [1.0, -2.0, -0.5], [1.2, 0.8, 2.1], [-1.7, -0.9, -1.6], [-0.7, 1.9, 1.2], [-0.8, -0.4, -2.3], [1.9, -1.5, 0.2], [0.1, 0.0, -0.2], [-0.2, 0.2, -0.2], [2.3, 0.8, -0.4], [-0.2, -1.8, 1.5], [-0.6, 1.6, -1.7], [-2.0, -0.4, 0.8], [-0.9, -0.6, 0.9], [0.9, -1.6, -0.5], [0.1, 0.1, 0.2], [-0.2, 0.0, 0.1], [0.0, -0.2, -0.1], [0.0, 0.2, 0.0], [0.0, -0.1, -0.1], [0.0, 0.0, -0.1], [-0.1, 0.0, 0.1], [0.0, 0.0, -0.1], [-0.2, 0.2, 0.2], [0.1, 0.1, 0.1], [0.1, 0.0, 0.0], [0.1, -0.2, -0.2], [0.0, 0.1, 0.0], [-0.1, -0.1, 0.0], [0.1, 0.0, 0.2], [0.0, 0.2, 0.1], [0.0, 0.0, 0.0], [0.1, 0.0, -0.1], [0.0, -0.1, -0.1], [0.0, -0.2, 0.1], [0.0, -0.1, 0.0], [0.1, 0.1, -0.1], [0.0, -0.1, 0.0], [0.2, 0.2, -0.1], [0.0, 0.0, 0.1], [0.0, 0.0, 0.1], [-0.2, -0.2, 0.0], [0.0, 0.1, 0.0], [0.0, -0.1, -0.1], [-0.1, 0.1, 0.0], [-0.1, -0.1, 0.1], [-0.1, 0.2, 0.1], [0.1, 0.0, -0.2], [-0.1, 0.0, 0.1], [0.2, -0.1, -0.1], [0.1, -0.1, 0.0], [0.0, 0.1, 0.1], [0.0, 0.0, -0.1], [0.0, 0.1, 0.3], [0.0, -0.1, 0.0], [0.0, 0.0, 0.0], [0.1, 0.0, -0.3], [-0.1, 0.0, 0.1], [0.0, 0.1, -0.1], [-0.1, 0.0, 0.0], [-0.1, -0.1, 0.1], [-0.1, 0.1, 0.0], [0.0, 0.1, 0.0], [0.1, 0.1, -0.1], [0.1, -0.2, -0.1], [0.1, 0.0, 0.0], [0.0, 0.1, 0.1], [0.0, 0.0, -0.1], [0.0, 0.1, 0.3], [0.0, -0.1, 0.0], [0.0, -0.1, 0.0], [0.1, 0.0, -0.3], [-0.1, 0.0, 0.1], [0.0, 0.1, -0.1], [-0.1, 0.0, 0.0]]}


Record 6
{"formula": "C2H8N3O2", "method": "ωB97M-V/def2-TZVPD", "total_energy_ev": -10752.9951, "spin_multiplicity": 3, "homo_lumo_gap_ev": [8.5001, 6.4007], "total_charge": 1, "s_squared": 2.006, "e_homo_ev": [-11.7, -14.5], "symbols": ["C", "C", "N", "N", "N", "O", "O", "H", "H", "H", "H", "H", "H", "H", "H"], "positions_angstrom": [[-0.250063, 0.551672, 0.965723], [-0.453826, 0.792243, -1.342047], [-1.012034, 0.613861, -0.061945], [0.523205, -1.049500, 1.026226], [1.363532, -1.365120, 1.845788], [0.697357, -1.492805, -0.179464], [2.361918, -2.165965, 1.458735], [-0.618033, 0.644484, 2.007405], [0.826617, 0.850260, 0.862418], [2.913414, -2.194344, 2.311283], [-0.563889, -0.059290, -2.071156], [-1.042376, 1.619353, -1.917740], [0.497282, 1.136568, -1.369534], [-2.013007, 0.372946, -0.079465], [1.491963, -2.050646, -0.349520]], "forces_ev_per_angstrom": [[2.7, -0.2, 2.9], [-4.0, 0.6, -4.4], [-2.0, -0.1, -1.3], [-7.9, 0.2, -7.1], [8.1, -1.4, 10.3], [-0.5, -0.3, -2.9], [0.7, -0.2, 1.0], [0.0, -0.2, -0.9], [-1.2, 1.1, -0.1], [-0.8, -0.1, -1.7], [0.2, 0.4, 1.2], [0.8, -1.2, 1.1], [3.1, 0.8, 0.5], [0.8, 0.3, 0.7], [-0.1, 0.3, 0.7]]}


Record 7
{"formula": "C4H5NO", "method": "ωB97M-V/def2-TZVPD", "total_energy_ev": -7762.0981, "homo_lumo_gap_ev": 8.7712, "total_charge": 0, "e_homo_ev": -8.1, "symbols": ["N", "C", "C", "C", "C", "O", "H", "H", "H", "H", "H"], "positions_angstrom": [[-0.054574, 1.267719, 1.497839], [-0.157376, 0.414292, 0.435203], [0.708748, -0.538169, -0.073511], [-0.051887, -1.049005, -1.302517], [-1.236088, -0.333334, -1.470751], [-1.219008, 0.543000, -0.344197], [-0.932428, 1.670488, 1.795172], [0.534539, 0.967336, 2.258524], [1.599809, -0.947351, 0.381245], [0.308330, -1.861396, -1.918064], [0.898101, -0.134296, -1.245223]], "forces_ev_per_angstrom": [[-0.1, -0.1, 0.1], [0.1, 0.0, -0.2], [0.0, 0.1, 0.2], [-0.3, -0.2, -0.3], [0.4, -0.2, 0.2], [0.0, 0.1, 0.1], [0.1, 0.0, -0.1], [0.0, 0.0, -0.1], [-0.2, 0.0, -0.1], [-0.1, 0.1, 0.1], [0.0, 0.2, 0.1]]}